1.
Below is a molecular structure, C24H20Cl3FeN6O2Si, with properties calculated with wB97M-V/def2-TZVPD.

Geometry as XYZ:
```
57
Properties=species:S:1:pos:R:3:forces:R:3:lowdin_charge:R:1
Fe 0.13126 0.74940 0.00509 -0.889 -0.245 0.020 0.435
C 0.71924 1.96933 4.07758 -0.005 0.001 -0.014 -0.027
C 0.25277 1.92061 2.75043 0.035 0.058 0.001 -0.080
N 0.49923 0.90546 1.95596 0.016 -0.030 0.006 0.045
C 1.19089 -0.16132 2.45053 -0.006 -0.021 -0.012 -0.179
C 1.69518 -0.19901 3.75816 0.007 0.029 0.099 -0.157
C 1.45024 0.92901 4.57288 0.000 0.004 -0.037 0.004
C 2.38277 -1.35664 4.19049 0.010 -0.012 -0.013 -0.043
C 2.50986 -2.41374 3.33430 -0.026 0.022 -0.038 -0.067
C 1.98423 -2.38179 2.02484 0.035 0.003 0.081 -0.002
C 1.32625 -1.26248 1.56398 0.003 -0.160 -0.078 -0.245
N 0.72160 -1.07286 0.33187 0.012 0.125 -0.004 -0.098
C -0.07735 -2.07898 -0.20506 0.156 -0.024 0.049 -0.237
C 0.30358 -3.35318 -0.55117 -0.015 -0.019 -0.027 -0.014
C -0.64697 -4.27069 -1.05779 0.014 0.027 0.020 -0.067
C -1.95537 -3.92234 -1.23413 0.008 -0.017 -0.008 -0.041
C -2.37935 -2.61099 -0.90680 -0.011 0.004 0.008 -0.150
C -3.70186 -2.13626 -1.06393 -0.003 0.007 -0.001 -0.004
C -3.99984 -0.84686 -0.72913 0.018 -0.002 0.014 -0.031
C -2.97701 -0.00511 -0.24261 -0.011 0.041 0.047 -0.079
N -1.74641 -0.42230 -0.08380 0.081 0.168 0.000 0.092
C -1.43525 -1.70344 -0.40013 -0.150 -0.141 -0.077 -0.152
H 0.49189 2.83933 4.67718 0.006 -0.003 0.004 0.110
H -0.31506 2.74127 2.33969 0.002 0.009 -0.021 0.105
H 1.83607 0.94977 5.58491 -0.005 -0.009 0.003 0.121
H 2.79167 -1.39118 5.19182 -0.005 -0.001 0.002 0.110
H 3.03150 -3.30546 3.65788 0.000 0.001 0.002 0.106
H 2.11383 -3.24516 1.39209 0.002 0.008 -0.017 0.093
H 1.33970 -3.64885 -0.47582 0.002 -0.003 0.007 0.102
H -0.31669 -5.26812 -1.31844 -0.002 0.000 -0.006 0.105
H -2.67271 -4.62952 -1.63110 0.000 0.001 0.003 0.110
H -4.46305 -2.80141 -1.45423 0.000 -0.001 0.002 0.118
H -5.00089 -0.45370 -0.83755 0.001 0.004 0.003 0.107
H -3.15715 1.03403 0.00621 -0.009 0.001 -0.018 0.116
N 1.16204 3.49358 0.11656 0.105 0.059 0.049 -0.023
N -0.03302 4.15281 0.42324 -0.075 -0.041 -0.080 -0.020
C -1.25245 3.49176 0.19106 0.020 0.064 0.159 -0.731
O -2.26919 4.17051 0.17674 -0.021 -0.041 -0.080 0.031
O -1.19746 2.21335 0.06539 0.310 -0.012 -0.060 -0.154
H 1.82934 3.60188 0.87117 -0.010 0.012 -0.010 0.045
H 1.57773 3.83328 -0.74240 -0.001 0.014 -0.028 0.034
H -0.08640 5.14247 0.23257 0.008 0.012 0.028 0.135
C -0.51966 0.59965 -4.80324 0.011 -0.002 0.022 -0.049
C 0.10665 -0.44536 -4.14565 -0.005 0.017 -0.001 -0.029
C 0.28960 -0.36238 -2.77848 0.023 -0.002 -0.097 -0.142
N -0.12283 0.68213 -2.04881 0.013 -0.102 0.067 -0.023
C -0.72095 1.69243 -2.69000 -0.058 0.020 -0.087 -0.092
C -0.93616 1.68812 -4.05630 0.021 -0.012 0.033 -0.033
H -0.67356 0.57005 -5.87379 -0.001 -0.005 -0.001 0.111
H 0.46712 -1.31771 -4.67186 -0.006 0.007 -0.015 0.114
H 0.80321 -1.15326 -2.25432 -0.010 0.007 0.051 0.070
H -1.05542 2.51609 -2.08190 0.003 -0.002 0.043 0.111
H -1.42728 2.53612 -4.51174 0.000 -0.005 -0.015 0.112
Cl 2.82970 2.14698 -2.22117 -0.121 -0.059 0.120 0.231
Si 2.34965 0.89527 -0.58066 0.462 0.320 -0.154 -0.454
Cl 3.61313 1.58561 0.93463 0.048 -0.039 0.040 0.278
Cl 3.33947 -0.83021 -1.22527 0.012 -0.031 0.022 0.270
```
Positions in Å, forces in eV/Å.

- relative energy (zero: lowest compared OMol25 entry of this formula, charge and spin) (kJ/mol) = 0.00
- spin multiplicity = 2
- gap between HOMO and LUMO (alpha / beta) (Eh) = 0.2667 / 0.2636
- HOMO energy (alpha / beta) (Ha) = -0.273 / -0.269
- lowest unoccupied orbital energy (alpha / beta) (eV) = -0.2 / -0.2

***

2.
Below is a molecular structure, C24H20Cl5N4O2PdS2, with properties calculated with wB97M-V/def2-TZVPD.

Geometry as XYZ:
```
58
Properties=species:S:1:pos:R:3:forces:R:3:lowdin_charge:R:1
Pd -0.47237 0.38790 0.86079 -0.079 0.299 0.097 0.875
Cl 2.43688 -0.70470 2.28801 -0.118 -0.008 0.014 0.660
C 2.48203 0.79203 1.41506 -0.041 0.110 -0.007 -0.694
C 1.34258 1.23400 0.73958 0.091 0.125 0.020 -0.322
C 1.51100 2.38446 -0.04141 0.187 -0.284 0.105 -0.704
Cl 0.17924 2.92539 -1.00042 -0.118 0.125 -0.093 0.691
C 2.71967 3.06944 -0.12829 -0.070 0.111 -0.123 -0.710
Cl 2.90703 4.40710 -1.21520 -0.028 0.022 0.139 0.647
C 3.80453 2.64591 0.62944 0.050 -0.012 0.001 -0.721
Cl 5.30141 3.51500 0.57733 -0.029 0.018 0.015 0.636
C 3.68607 1.49766 1.40268 0.007 -0.025 0.002 -0.715
Cl 5.04654 0.95419 2.32270 -0.002 0.008 0.005 0.640
C -3.33175 -0.42606 1.83232 -0.010 -0.117 -0.009 -0.089
N -2.40740 -0.58730 0.70730 -0.023 -0.019 0.010 -0.352
C -3.05526 -0.09237 -0.51602 -0.006 0.066 0.030 -0.077
C -2.01832 -2.00220 0.54860 0.021 -0.013 -0.065 -0.171
C -0.87643 -2.09301 -0.42758 0.018 -0.035 0.002 -0.260
C -0.71034 -3.19315 -1.25748 -0.021 0.012 -0.015 -0.069
C 0.36731 -3.24893 -2.13154 0.016 -0.001 -0.013 -0.119
C 1.26340 -2.19052 -2.17039 -0.020 -0.012 -0.020 -0.110
C 1.08774 -1.08766 -1.34118 -0.002 0.010 0.032 -0.106
C 0.02120 -1.01124 -0.44577 0.101 -0.080 -0.044 -0.205
H -4.25350 -0.99504 1.64755 -0.007 0.013 -0.004 0.091
H -3.57349 0.62748 1.95293 -0.009 0.001 0.004 0.084
H -2.86289 -0.79016 2.74456 0.001 0.019 -0.014 0.075
H -3.98857 -0.64338 -0.70186 -0.002 -0.003 0.010 0.089
H -2.38585 -0.21686 -1.36320 -0.007 0.002 -0.005 0.085
H -3.27896 0.96648 -0.39165 0.023 0.012 -0.005 0.088
H -2.88168 -2.60512 0.22780 -0.007 0.002 0.014 0.122
H -1.70051 -2.35507 1.53320 -0.007 0.016 0.008 0.125
H -1.42555 -4.00966 -1.22620 -0.004 0.003 0.006 0.101
H 0.50028 -4.10587 -2.78095 0.004 -0.002 0.005 0.088
H 2.10547 -2.22243 -2.85268 0.001 0.010 0.001 0.092
H 1.80487 -0.27665 -1.38957 0.007 0.002 -0.013 0.088
N 3.47060 6.19748 2.59177 0.002 -0.016 -0.018 0.093
C 2.24030 5.52742 2.59357 0.013 -0.017 -0.030 -0.334
C 1.22006 5.92112 1.73148 0.057 -0.012 -0.042 -0.047
C 0.01780 5.23575 1.70701 -0.092 -0.017 -0.038 -0.073
C -0.19031 4.16972 2.56463 0.084 -0.119 -0.028 -0.288
C 0.80581 3.79590 3.46018 0.025 0.014 -0.070 -0.049
C 2.01235 4.46855 3.47502 -0.008 -0.001 -0.015 -0.027
S -1.68851 3.22623 2.48596 -0.059 0.071 -0.080 0.534
O -2.44549 3.53395 3.68373 0.049 -0.028 -0.059 -0.389
O -2.30517 3.52089 1.21860 0.032 -0.037 -0.034 -0.342
N -1.21228 1.69958 2.49573 -0.008 -0.203 0.562 -0.230
C -1.14493 1.00115 3.68261 -0.073 -0.026 -0.250 -0.732
S -1.88535 1.43164 5.21919 0.034 0.066 0.043 1.023
C -1.30823 -0.05220 5.88976 -0.048 0.044 0.017 -0.433
C -0.64363 -0.75297 4.94707 -0.002 0.034 -0.015 -0.280
N -0.56072 -0.16852 3.71121 0.044 -0.068 -0.020 -0.008
H 3.68973 6.60684 1.69525 0.003 0.003 0.002 0.078
H 4.23557 5.61312 2.89574 0.008 -0.002 0.004 0.072
H 1.39138 6.73988 1.04241 -0.003 0.003 -0.009 0.108
H -0.75729 5.50102 1.00041 0.013 -0.008 -0.011 0.110
H 0.65168 2.95741 4.12677 0.001 -0.031 0.005 0.108
H 2.79951 4.15729 4.15242 0.000 -0.009 0.000 0.114
H -1.47982 -0.30491 6.92336 0.014 -0.014 -0.005 0.046
H -0.17297 -1.71505 5.09758 -0.004 0.002 0.000 0.094
```
Positions in Å, forces in eV/Å.

- relative energy (zero: lowest compared OMol25 entry of this formula, charge and spin) (kJ/mol) = 0.00
- spin multiplicity = 1
- gap between HOMO and LUMO (Eh) = 0.2767
- HOMO energy (Ha) = -0.187
- net charge = -1
- lowest unoccupied orbital energy (eV) = 2.4

***

3.
Below is 4 unconnected molecules or ions with the total composition C24H20F4, with properties calculated with wB97M-V/def2-TZVPD.

Geometry as XYZ:
```
48
Properties=species:S:1:pos:R:3:forces:R:3:lowdin_charge:R:1
F 2.78228 0.37695 -3.92505 -0.324 0.071 1.339 0.037
C 2.83611 0.81075 -2.61430 0.503 0.049 0.504 -0.233
C 3.42272 2.03489 -2.38193 -0.054 1.516 -0.354 -0.019
C 3.62712 2.56543 -1.09560 -0.195 -1.340 -1.933 -0.072
C 3.25277 1.75830 -0.04752 -0.697 -0.477 0.551 -0.045
C 2.50144 0.56868 -0.24467 4.937 2.270 -0.432 -0.102
C 2.36293 0.07608 -1.54227 2.878 0.101 -1.977 -0.068
H 3.62478 2.63240 -3.25860 0.347 0.083 -0.090 0.112
H 4.13197 3.51248 -0.97471 -0.049 -0.007 0.090 0.103
H 3.58284 2.13236 0.91036 -0.546 -0.404 0.539 0.102
H 2.27368 -0.06595 0.59901 1.177 1.990 -0.787 0.065
H 1.96129 -0.90072 -1.76800 0.023 -0.075 0.124 0.120
F -3.61486 1.54437 -1.27001 0.268 0.708 -0.865 0.035
C -2.30767 1.25306 -1.08394 1.352 -0.449 -0.485 -0.270
C -1.82292 1.27097 0.20527 -0.022 1.081 0.436 -0.043
C -0.60877 0.71836 0.54035 0.422 1.273 -2.528 -0.014
C 0.19594 0.24942 -0.53004 -2.804 -0.353 -1.143 -0.129
C -0.27283 0.20593 -1.86057 -1.158 1.224 1.350 -0.035
C -1.51701 0.76741 -2.13278 -1.063 -0.415 0.284 0.011
H -2.45697 1.60028 1.01517 0.398 0.786 -0.467 0.105
H -0.27892 0.69359 1.56846 -0.683 0.660 -0.368 0.130
H 1.14578 -0.25473 -0.42995 -3.815 0.546 0.114 -0.004
H 0.25713 -0.27618 -2.66872 0.104 0.134 0.059 0.112
H -1.96142 0.65911 -3.11113 -0.041 0.174 -0.164 0.112
F -2.12883 -1.21621 1.56774 0.173 -0.527 0.169 0.075
C -3.07157 -0.29584 1.80826 -1.142 -0.877 0.983 -0.345
C -3.16360 0.25045 3.07476 1.145 0.007 0.303 -0.021
C -4.00578 1.31637 3.36088 -0.702 -1.185 -0.756 -0.066
C -4.88911 1.68690 2.34787 -0.031 0.028 0.066 -0.078
C -4.84805 1.05509 1.10533 -0.057 -0.121 -0.136 -0.071
C -3.94101 0.03895 0.81218 -1.054 0.110 0.411 -0.057
H -2.46128 -0.13327 3.79996 0.036 0.030 0.227 0.119
H -4.11722 1.67490 4.37352 0.221 0.266 -0.057 0.105
H -5.63064 2.43957 2.57153 -0.034 0.164 -0.260 0.100
H -5.44480 1.39042 0.26998 -0.346 0.121 0.255 0.108
H -3.81599 -0.31308 -0.20116 -0.278 -0.413 0.342 0.131
F 0.88983 -0.59329 1.38944 1.584 -3.303 3.218 -0.056
C 1.48371 -1.63754 0.76564 -1.404 -2.639 0.890 -0.347
C 2.76187 -1.99273 1.05289 0.327 0.268 -0.218 -0.014
C 3.37583 -2.94017 0.23996 0.343 -0.255 1.083 -0.062
C 2.66976 -3.69432 -0.68166 -0.729 0.727 0.232 -0.065
C 1.29738 -3.39992 -0.85610 0.839 -0.281 0.680 -0.042
C 0.71430 -2.36888 -0.11839 -0.186 -0.881 -0.418 -0.008
H 3.25605 -1.40423 1.81174 0.467 -0.219 0.015 0.140
H 4.40937 -3.12313 0.49440 0.160 -0.304 -0.382 0.108
H 3.17278 -4.50322 -1.19062 -0.150 0.037 -0.228 0.103
H 0.70307 -4.04585 -1.48537 -0.150 0.193 -0.142 0.106
H -0.33349 -2.12421 -0.21158 0.008 -0.093 -0.072 0.128
```
Positions in Å, forces in eV/Å.

- relative energy (zero: lowest compared OMol25 entry of this formula, charge and spin) (kJ/mol) = 634.31
- spin multiplicity = 1
- gap between HOMO and LUMO (Eh) = 0.3239
- HOMO energy (Ha) = -0.295
- lowest unoccupied orbital energy (eV) = 0.8
- SMILES string = Fc1ccccc1.Fc1ccccc1.Fc1ccccc1.Fc1ccccc1

***

4.
Below is a molecular structure, C24H20N2O3PTl, with properties calculated with wB97M-V/def2-TZVPD.

Geometry as XYZ:
```
51
Properties=species:S:1:pos:R:3:forces:R:3:lowdin_charge:R:1
Tl 1.40763 -0.24305 0.28908 0.073 0.033 -0.194 0.844
N -1.58760 1.27275 2.35221 0.084 -0.152 -0.215 -0.122
P -0.16598 2.02890 1.74351 0.098 0.062 0.306 0.979
C 1.03779 1.73714 3.10657 -0.080 0.068 -0.003 -0.425
C 2.27343 2.38239 3.01842 -0.027 -0.006 0.005 -0.117
C 3.24366 2.18083 3.98637 -0.019 -0.010 -0.024 -0.078
C 2.99579 1.31792 5.04863 -0.017 -0.004 -0.010 -0.084
C 1.77814 0.66168 5.13437 -0.036 -0.010 -0.041 -0.079
C 0.80063 0.86875 4.16466 0.027 -0.029 0.028 -0.095
C -0.56813 3.77715 2.06882 0.011 -0.005 -0.117 -0.370
C -0.89882 4.24853 3.33981 0.021 0.027 0.043 -0.093
C -1.15093 5.59573 3.53816 -0.008 0.004 -0.004 -0.079
C -1.05719 6.48609 2.47302 -0.003 -0.007 -0.012 -0.080
C -0.72085 6.02713 1.20924 -0.012 -0.073 -0.009 -0.076
C -0.48132 4.67160 1.00513 -0.080 0.026 0.002 -0.093
C -1.96719 -0.00036 1.96509 0.066 0.074 -0.033 -0.384
C -3.20322 -0.53003 2.35859 -0.091 0.063 0.009 -0.015
C -3.54906 -1.78825 1.92567 -0.049 -0.005 0.052 -0.063
C -2.67537 -2.50176 1.10838 -0.040 -0.040 -0.044 -0.064
C -1.47685 -1.90929 0.78876 0.046 0.112 0.032 -0.142
N -1.10771 -0.69502 1.22243 -0.044 -0.127 0.034 0.017
H -2.28371 1.82422 2.82571 -0.005 0.024 0.085 0.103
H 2.46961 3.05802 2.19028 0.013 -0.020 0.027 0.110
H 4.19568 2.69165 3.91266 -0.024 -0.003 0.000 0.106
H 3.75396 1.15596 5.80424 -0.009 0.004 -0.014 0.103
H 1.58394 -0.01593 5.95705 0.003 0.019 -0.024 0.104
H -0.14956 0.35153 4.23557 0.025 0.023 0.004 0.098
H -0.93313 3.56573 4.18339 0.017 0.011 -0.038 0.108
H -1.40622 5.95805 4.52597 0.003 -0.007 -0.011 0.105
H -1.24460 7.54098 2.63328 0.007 -0.037 -0.002 0.105
H -0.64828 6.71820 0.37913 -0.001 -0.014 0.018 0.106
H -0.23454 4.30241 0.01513 0.007 0.031 0.049 0.105
H -3.86921 0.05633 2.98029 0.022 -0.033 -0.025 0.112
H -4.49979 -2.21686 2.21840 0.019 0.023 -0.022 0.111
H -2.92422 -3.48248 0.72699 0.023 0.045 0.029 0.107
H -0.76751 -2.41884 0.14498 0.013 0.002 0.020 0.097
O 0.66201 -0.31255 -5.72454 -0.153 0.226 0.181 0.060
C 1.11900 -1.26386 -4.90387 0.027 -0.059 0.113 -0.274
C 1.85566 -2.31300 -5.45970 0.021 -0.040 -0.004 -0.016
C 2.32974 -3.33445 -4.66191 0.001 -0.016 0.041 -0.091
C 2.08224 -3.33694 -3.29073 -0.024 0.031 -0.025 -0.101
C 1.37082 -2.28570 -2.74052 0.045 -0.044 -0.082 -0.065
C 0.89016 -1.23183 -3.51346 0.002 0.023 -0.032 -0.069
C 0.13991 -0.07843 -2.89602 -0.098 0.098 -0.042 -0.582
O -0.46885 0.69985 -3.65124 0.211 -0.066 -0.081 0.026
O 0.15754 0.05068 -1.62588 -0.049 -0.153 0.058 -0.286
H 0.12423 0.29541 -5.13756 0.017 -0.107 -0.096 0.077
H 2.03317 -2.30395 -6.52789 -0.014 0.010 0.027 0.115
H 2.89241 -4.14498 -5.10952 -0.009 0.015 -0.004 0.101
H 2.43610 -4.14810 -2.66839 0.004 0.006 0.000 0.095
H 1.16007 -2.28492 -1.67922 -0.015 0.009 0.044 0.047
```
Positions in Å, forces in eV/Å.

- relative energy (zero: lowest compared OMol25 entry of this formula, charge and spin) (kJ/mol) = 26.81
- spin multiplicity = 1
- gap between HOMO and LUMO (Eh) = 0.2927
- HOMO energy (Ha) = -0.286
- lowest unoccupied orbital energy (eV) = 0.2

***

Which value of relative energy (zero: lowest compared OMol25 entry of this formula, charge and spin) does entry 4 give? 26.81 kJ/mol